{"formula": "C16H50BF4N10O8", "method": "ωB97M-V/def2-TZVPD", "lumo_energy_ev": 2.348, "homo_lumo_gap_ev": 9.1, "molar_mass_g_mol": 597.442, "spin_multiplicity": 1, "charge": -1, "energy_ha": -2213.83565, "species": ["B", "F", "F", "F", "F", "C", "C", "C", "O", "C", "N", "H", "H", "H", "H", "H", "H", "H", "H", "H", "H", "H", "C", "C", "C", "O", "C", "N", "H", "H", "H", "H", "H", "H", "H", "H", "H", "H", "H", "C", "C", "O", "H", "H", "H", "H", "H", "H", "C", "C", "O", "H", "H", "H", "H", "H", "H", "C", "O", "N", "N", "H", "H", "H", "H", "C", "O", "N", "N", "H", "H", "H", "H", "C", "O", "N", "N", "H", "H", "H", "H", "C", "O", "N", "N", "H", "H", "H", "H"], "positions_angstrom": [[-0.35423, 0.42357, -0.34005], [0.33547, 1.46446, 0.26519], [-0.07002, -0.81405, 0.27139], [-1.71142, 0.74325, -0.30764], [-0.00180, 0.26994, -1.70190], [3.84387, 1.92008, 6.58766], [2.35879, 2.21206, 6.79583], [1.53651, 1.41920, 5.75759], [2.05064, 1.55140, 4.46132], [1.32474, 0.75807, 3.51119], [1.92338, 2.02273, 8.15043], [4.41958, 2.05147, 7.50617], [4.31090, 2.54085, 5.82151], [4.01115, 0.90303, 6.21931], [2.27669, 3.23785, 6.42120], [0.52993, 1.83494, 5.88300], [1.51734, 0.36007, 6.04893], [0.31703, 1.12293, 3.31040], [1.29720, -0.21361, 4.01511], [1.86398, 0.60603, 2.58078], [2.45215, 2.65713, 8.73237], [2.13981, 1.05857, 8.37747], [-0.30860, -0.46848, -4.65453], [-1.79663, -0.66854, -4.85715], [-2.75567, -0.47010, -3.67840], [-4.11183, -0.41409, -4.08184], [-4.73153, -1.59678, -4.53660], [-2.14193, 0.02247, -6.11813], [0.11668, -0.97143, -3.78534], [-0.05349, 0.58801, -4.54091], [0.35263, -0.76773, -5.47197], [-2.04581, -1.68894, -5.18607], [-2.54870, 0.43037, -3.09403], [-2.53493, -1.21687, -2.90584], [-4.03847, -2.19191, -5.13917], [-5.64573, -1.43897, -5.10377], [-4.95788, -2.18839, -3.64242], [-1.50073, -0.29710, -6.82883], [-3.09782, -0.20396, -6.35879], [-3.16913, 0.12815, 2.74240], [-2.64091, -1.22130, 3.32180], [-1.43700, -1.57334, 2.63011], [-3.57773, 0.71518, 3.56404], [-3.95673, -0.10440, 2.02576], [-2.37656, 0.66989, 2.22977], [-3.38466, -2.01426, 3.25954], [-2.31098, -1.01753, 4.34150], [-1.30034, -1.01794, 1.85595], [2.75360, 1.54043, -2.89063], [3.67493, 2.63473, -3.34369], [3.94443, 2.61029, -4.72659], [3.10814, 0.51924, -3.04982], [1.77639, 1.63389, -3.36789], [2.47393, 1.57841, -1.83591], [4.60844, 2.67993, -2.76957], [3.20495, 3.59813, -3.13080], [4.49172, 1.83567, -4.88811], [-3.56352, -3.39210, 0.14491], [-4.47319, -4.20925, -0.07821], [-3.53507, -2.13601, -0.25780], [-2.63653, -3.74101, 1.05693], [-4.30223, -2.02912, -0.90689], [-2.76059, -1.51172, -0.11732], [-2.35598, -4.70214, 1.11616], [-2.08614, -3.00376, 1.48567], [3.89826, -0.98587, 0.41662], [4.88560, -1.62378, 0.06736], [3.76653, 0.35487, 0.36552], [2.81554, -1.60881, 0.93204], [2.83546, 0.73525, 0.32848], [4.55180, 0.85784, -0.00934], [2.87819, -2.61056, 0.88820], [2.01068, -1.12814, 1.28952], [-0.76478, 4.25832, -1.17751], [-0.85016, 5.38242, -1.67124], [-1.26626, 3.87206, 0.02765], [-0.12950, 3.28273, -1.89905], [-0.82117, 3.03092, 0.34926], [-1.92094, 4.44771, 0.51692], [-0.28949, 2.33843, -1.56371], [0.20608, 3.44942, -2.82712], [0.29530, -3.86636, -1.73410], [-0.08827, -5.02685, -1.88185], [-0.57385, -2.88703, -1.41937], [1.56392, -3.47761, -1.92921], [-1.47287, -3.31897, -1.25708], [-0.38392, -1.94765, -1.10335], [1.82165, -2.50376, -1.91816], [2.29172, -4.08216, -1.58525]], "forces_ev_per_angstrom": [[-0.38, -0.11, -1.20], [0.73, -0.11, 0.45], [-0.15, 0.32, 0.80], [-0.33, -0.48, 0.42], [0.29, 0.16, 0.35], [0.77, -0.52, -0.30], [1.37, 0.40, -2.41], [-0.36, 0.17, 1.21], [0.02, 0.66, -0.61], [0.37, -0.74, 1.39], [-0.75, -0.07, -0.37], [-0.06, 0.04, 0.05], [-0.19, 0.15, 0.02], [-0.05, -0.14, 0.27], [-0.54, 0.27, 0.78], [-0.29, -0.29, -0.46], [-0.06, -0.14, 0.01], [-0.01, 0.13, 0.08], [-0.61, -0.35, -0.52], [0.30, 0.61, 0.10], [0.01, -0.25, 0.28], [0.05, 0.11, 0.49], [0.78, 0.22, 0.84], [-0.32, -1.54, -1.75], [0.74, 0.81, 0.29], [-0.37, 0.80, -0.35], [1.08, -0.85, 0.94], [-0.45, 1.43, 0.78], [-0.37, -0.07, 0.14], [-0.41, 0.12, 0.20], [-0.61, -0.36, -0.40], [0.91, -0.62, 0.87], [-0.23, 0.46, -0.53], [-0.25, -0.64, -0.38], [-0.14, -0.06, -0.16], [0.08, 0.57, 0.08], [-0.27, -0.32, -0.19], [-0.18, -0.10, -0.14], [0.06, 0.08, -0.27], [-0.48, -1.30, 0.43], [0.91, 1.97, -0.51], [-0.05, -0.77, -0.01], [-0.07, 0.22, -0.20], [-0.02, 0.33, -0.09], [0.02, 0.12, 0.14], [0.09, -0.08, 0.07], [-0.34, -0.44, 0.21], [0.03, 0.11, 0.02], [-0.92, -0.54, 0.36], [0.03, 0.68, 0.77], [0.18, -0.14, -0.32], [0.24, 0.10, -0.24], [0.15, -0.09, -0.36], [0.39, 0.33, 0.10], [0.07, -0.33, 0.00], [-0.11, -0.01, -0.19], [-0.05, 0.00, -0.15], [-1.38, -3.29, 2.36], [0.41, 1.01, -1.34], [-1.10, 0.89, -1.21], [1.41, 0.51, 0.56], [0.37, 1.12, -0.09], [-0.13, 0.20, -0.36], [-0.16, 0.02, 0.14], [0.42, -0.51, -0.01], [0.22, -0.85, 0.08], [0.09, 0.43, -0.08], [0.34, 0.74, -0.02], [-0.11, -0.66, 0.04], [0.15, 0.34, -0.07], [-0.25, 0.14, -0.13], [-0.41, 0.04, 0.23], [-0.15, -0.24, -0.12], [0.14, 1.43, -1.98], [-0.43, 0.09, 0.74], [0.73, -0.35, -0.76], [-0.32, -1.09, 1.53], [-0.65, -0.08, 0.83], [0.22, 0.01, 0.16], [0.42, 0.37, -0.90], [-0.20, 0.24, 0.02], [-1.12, -0.68, -0.09], [0.43, 0.20, 0.36], [-1.26, -0.40, -0.31], [2.25, 0.46, -0.18], [-0.06, 0.63, 0.00], [0.28, -0.49, -0.08], [-0.28, 0.04, 0.26], [-0.11, -0.22, -0.38]]}

{"formula": "H3O3Sn", "method": "ωB97M-V/def2-TZVPD", "lumo_energy_ev": [0.329, 0.046], "homo_lumo_gap_ev": [6.0, 9.8], "s_squared": 0.754, "molar_mass_g_mol": 169.732, "spin_multiplicity": 2, "energy_ha": -441.64716, "species": ["O", "Sn", "O", "H", "O", "H", "H"], "positions_angstrom": [[-1.22835, 1.65424, -1.09244], [1.26030, 0.70806, -0.10764], [-0.85087, 0.88470, 0.04941], [-1.24186, -0.05487, -0.11827], [0.66337, -1.04518, -0.13236], [1.08904, -1.86618, 0.10616], [-0.42357, 2.26437, -1.15075]], "forces_ev_per_angstrom": [[0.28, 1.23, -0.50], [3.37, 3.47, 0.43], [-2.36, -1.62, 0.47], [1.05, 1.95, 0.14], [-1.40, -4.19, -0.34], [0.15, 0.02, 0.08], [-1.09, -0.85, -0.26]]}